1.
Formula: BrH16O8
Source: the OMol25 dataset
Level of theory: ωB97M-V/def2-TZVPD

**Relative energy (zero: lowest compared OMol25 entry of this formula, charge and spin)**: 27.85 kJ/mol
**Orbital gap**: 0.3600 Ha
**E**: -86686.3529 eV
**Net charge**: -1

Each atom is followed by the atoms it is bonded to, with distances in Å.
Positions of all 25 atoms, in Å:
1 Br 0.07 -0.10 -0.12  no bonds
2 O -1.35 -2.88 -1.23  H3 0.957, H4 0.957
3 H -0.73 -2.25 -0.87  O2 0.957
4 H -2.03 -2.35 -1.63  O2 0.957
5 O -1.35 -0.18 -3.24  H6 0.957, H7 0.957
6 H -2.24 -0.46 -3.04  O5 0.957
7 H -0.96 -0.01 -2.38  O5 0.957
8 O -1.83 -2.44 1.79  H9 0.957, H10 0.957
9 H -1.00 -2.06 1.50  O8 0.957
10 H -2.49 -2.03 1.24  O8 0.957
11 O 1.31 -1.01 2.99  H12 0.957, H13 0.957
12 H 0.80 -0.49 3.61  O11 0.957
13 H 1.08 -0.66 2.13  O11 0.957
14 O -0.64 2.28 2.71  H15 0.957, H16 0.957
15 H -0.85 3.16 2.39  O14 0.957
16 H -0.49 1.77 1.91  O14 0.957
17 O -0.95 2.62 -1.68  H18 0.957, H19 0.957
18 H -0.53 1.98 -1.12  O17 0.957
19 H -1.62 2.12 -2.16  O17 0.957
20 O 2.39 2.37 -0.59  H21 0.957, H22 0.957
21 H 1.71 1.69 -0.56  O20 0.957
22 H 2.60 2.55 0.32  O20 0.957
23 O 3.16 -1.28 -1.02  H24 0.957, H25 0.957
24 H 2.26 -1.15 -0.74  O23 0.957
25 H 3.68 -1.19 -0.22  O23 0.957

2.
Formula: C62H159N9O26
Source: the OMol25 dataset
Level of theory: ωB97M-V/def2-TZVPD

**Relative energy (zero: lowest compared OMol25 entry of this formula, charge and spin)**: 5.28 kJ/mol
**Orbital gap**: 0.3169 Ha
**E**: -133501.0857 eV
**Net charge**: 0

Each atom is followed by the atoms it is bonded to, with distances in Å.
Positions of all 256 atoms, in Å:
1 C 3.14 -0.79 5.06  C2 1.505, O4 1.400, H5 1.145, H6 1.114
2 C 1.91 -0.50 4.23  C1 1.505, O3 1.462, H7 1.103, H8 1.131
3 O 1.91 0.81 3.59  C2 1.462, H9 0.956
4 O 3.22 -2.10 5.54  C1 1.400, H10 0.965
5 H 3.31 -0.05 5.91  C1 1.145
6 H 3.99 -0.61 4.37  C1 1.114
7 H 1.01 -0.68 4.85  C2 1.103
8 H 1.94 -1.32 3.45  C2 1.131
9 H 1.25 1.28 4.08  O3 0.956
10 H 3.30 -2.63 4.73  O4 0.965
11 C 2.55 -2.65 0.97  C12 1.467, O14 1.460, H15 1.100, H16 1.085
12 C 3.60 -2.32 1.94  C11 1.467, O13 1.429, H17 1.079, H18 1.091
13 O 3.61 -3.15 3.10  C12 1.429, H19 0.981
14 O 2.96 -3.83 0.23  C11 1.460, H20 0.969
15 H 2.41 -1.79 0.30  C11 1.100
16 H 1.58 -2.90 1.39  C11 1.085
17 H 3.44 -1.31 2.28  C12 1.079
18 H 4.55 -2.30 1.41  C12 1.091
19 H 3.71 -4.09 2.82  O13 0.981
20 H 3.65 -3.68 -0.44  O14 0.969
21 C 7.99 -1.20 1.36  C22 1.519, O24 1.406, H25 1.056, H26 1.075
22 C 8.69 -0.45 0.24  C21 1.519, O23 1.432, H27 1.066, H28 1.096
23 O 8.25 -0.78 -1.08  C22 1.432, H29 0.989
24 O 8.00 -2.58 1.09  C21 1.406, H30 0.973
25 H 6.99 -0.89 1.48  C21 1.056
26 H 8.55 -0.99 2.26  C21 1.075
27 H 9.74 -0.62 0.34  C22 1.066
28 H 8.62 0.64 0.30  C22 1.096
29 H 8.36 -1.72 -1.35  O23 0.989
30 H 8.78 -3.04 1.45  O24 0.973
31 C -2.52 1.20 -3.55  C32 1.487, O34 1.390, H35 1.068, H36 1.090
32 C -3.37 1.55 -2.37  C31 1.487, O33 1.420, H37 1.058, H38 1.101
33 O -3.64 0.49 -1.46  C32 1.420, H39 0.989
34 O -2.94 0.02 -4.15  C31 1.390, H40 0.931
35 H -1.48 1.15 -3.32  C31 1.068
36 H -2.56 1.96 -4.33  C31 1.090
37 H -4.28 1.84 -2.82  C32 1.058
38 H -2.88 2.35 -1.79  C32 1.101
39 H -3.00 0.51 -0.70  O33 0.989
40 H -2.69 -0.78 -3.73  O34 0.931
41 C -1.31 7.67 -1.41  O42 1.450, H50 1.096, H51 1.102, H52 1.100
42 O -0.69 6.39 -1.14  C41 1.450, C43 1.458
43 C -0.31 5.61 -2.31  O42 1.458, C44 1.494, H53 1.110, H54 1.072
44 C 0.40 4.39 -1.82  C43 1.494, N45 1.483, H55 1.149, H56 1.100
45 N 1.72 4.72 -1.22  C44 1.483, C46 1.480, H57 0.990
46 C 2.14 3.89 -0.07  N45 1.480, C47 1.518, H58 1.117, H59 1.113
47 C 1.42 4.22 1.23  C46 1.518, O48 1.415, H60 1.084, H61 1.106
48 O 0.08 3.77 1.16  C47 1.415, C49 1.408
49 C -0.51 3.71 2.43  O48 1.408, H62 1.086, H63 1.093, H64 1.088
50 H -0.62 8.52 -1.28  C41 1.096
51 H -2.15 7.80 -0.71  C41 1.102
52 H -1.78 7.69 -2.40  C41 1.100
53 H 0.42 6.24 -2.87  C43 1.110
54 H -1.18 5.33 -2.87  C43 1.072
55 H 0.61 3.74 -2.74  C44 1.149
56 H -0.19 3.73 -1.16  C44 1.100
57 H 1.71 5.67 -0.96  N45 0.990
58 H 3.25 3.94 0.10  C46 1.117
59 H 1.92 2.83 -0.30  C46 1.113
60 H 1.42 5.29 1.41  C47 1.084
61 H 1.89 3.72 2.10  C47 1.106
62 H 0.12 3.15 3.12  C49 1.086
63 H -1.47 3.19 2.37  C49 1.093
64 H -0.62 4.72 2.84  C49 1.088
65 C 4.80 0.28 -4.80  O66 1.470, H74 1.091, H75 1.085, H76 1.098
66 O 5.23 -1.13 -4.77  C65 1.470, C67 1.455
67 C 5.80 -1.42 -3.46  O66 1.455, C68 1.477, H77 1.124, H78 1.062
68 C 4.95 -2.40 -2.75  C67 1.477, N69 1.528, H79 1.113, H80 1.050
69 N 5.48 -2.97 -1.43  C68 1.528, C70 1.524, H81 1.028
70 C 6.24 -4.27 -1.64  N69 1.524, C71 1.518, H82 1.155, H83 1.056
71 C 7.48 -4.14 -2.51  C70 1.518, O72 1.432, H84 1.074, H85 1.113
72 O 8.39 -3.13 -2.07  C71 1.432, C73 1.469
73 C 9.31 -2.81 -3.18  O72 1.469, H86 1.076, H87 1.087, H88 1.076
74 H 3.87 0.44 -4.25  C65 1.091
75 H 4.72 0.57 -5.84  C65 1.085
76 H 5.57 0.92 -4.35  C65 1.098
77 H 5.98 -0.51 -2.83  C67 1.124
78 H 6.74 -1.89 -3.63  C67 1.062
79 H 4.84 -3.26 -3.46  C68 1.113
80 H 3.99 -2.02 -2.58  C68 1.050
81 H 6.01 -2.24 -0.95  N69 1.028
82 H 5.55 -5.06 -2.12  C70 1.155
83 H 6.53 -4.50 -0.65  C70 1.056
84 H 7.20 -3.96 -3.53  C71 1.074
85 H 7.97 -5.13 -2.40  C71 1.113
86 H 9.63 -1.80 -2.99  C73 1.076
87 H 8.75 -2.77 -4.11  C73 1.087
88 H 10.13 -3.50 -3.25  C73 1.076
89 C -7.86 1.81 -2.99  O90 1.434, H98 1.166, H99 1.061, H100 1.099
90 O -8.04 1.08 -1.77  C89 1.434, C91 1.427
91 C -6.84 0.83 -1.05  O90 1.427, C92 1.534, H101 1.117, H102 1.110
92 C -7.16 -0.10 0.12  C91 1.534, N93 1.438, H103 1.080, H104 1.109
93 N -7.33 -1.48 -0.22  C92 1.438, C94 1.449, H105 1.021
94 C -6.15 -2.08 -0.83  N93 1.449, C95 1.451, H106 1.160, H107 1.073
95 C -6.17 -3.53 -0.89  C94 1.451, O96 1.416, H108 1.093, H109 1.137
96 O -6.94 -3.84 -2.04  C95 1.416, C97 1.450
97 C -7.26 -5.25 -2.13  O96 1.450, H110 1.147, H111 1.093, H112 1.056
98 H -8.61 2.70 -3.00  C89 1.166
99 H -8.06 1.20 -3.84  C89 1.061
100 H -6.81 2.14 -3.01  C89 1.099
101 H -6.32 1.77 -0.74  C91 1.117
102 H -6.10 0.34 -1.72  C91 1.110
103 H -7.92 0.17 0.85  C92 1.080
104 H -6.19 -0.14 0.67  C92 1.109
105 H -8.13 -1.64 -0.83  N93 1.021
106 H -5.22 -1.71 -0.23  C94 1.160
107 H -5.92 -1.69 -1.80  C94 1.073
108 H -6.52 -3.93 0.07  C95 1.093
109 H -5.13 -3.95 -1.07  C95 1.137
110 H -6.31 -5.88 -1.98  C97 1.147
111 H -7.50 -5.47 -3.18  C97 1.093
112 H -8.00 -5.46 -1.41  C97 1.056
113 C 4.22 0.73 0.87  O114 1.445, H122 1.116, H123 1.099, H124 1.079
114 O 4.70 1.86 0.10  C113 1.445, C115 1.425
115 C 5.87 1.55 -0.65  O114 1.425, C116 1.512, H125 1.097, H126 1.093
116 C 6.12 2.69 -1.61  C115 1.512, N117 1.455, H127 1.075, H128 1.100
117 N 4.92 2.80 -2.42  C116 1.455, C118 1.432, H129 1.034
118 C 4.90 4.01 -3.20  N117 1.432, C119 1.520, H130 1.146, H131 1.149
119 C 3.79 4.12 -4.23  C118 1.520, O120 1.423, H132 1.081, H133 1.088
120 O 4.14 3.40 -5.41  C119 1.423, C121 1.426
121 C 3.26 3.62 -6.51  O120 1.426, H134 1.144, H135 1.105, H136 1.090
122 H 4.10 -0.17 0.22  C113 1.116
123 H 3.28 0.94 1.40  C113 1.099
124 H 5.00 0.48 1.58  C113 1.079
125 H 5.72 0.57 -1.12  C115 1.097
126 H 6.69 1.45 0.06  C115 1.093
127 H 6.85 2.35 -2.32  C116 1.075
128 H 6.30 3.59 -1.01  C116 1.100
129 H 4.11 2.62 -1.79  N117 1.034
130 H 5.84 4.12 -3.84  C118 1.146
131 H 4.64 4.84 -2.45  C118 1.149
132 H 3.78 5.19 -4.41  C119 1.081
133 H 2.83 3.72 -3.90  C119 1.088
134 H 2.16 3.64 -6.19  C121 1.144
135 H 3.48 2.85 -7.27  C121 1.105
136 H 3.39 4.61 -6.94  C121 1.090
137 C -5.14 5.09 -4.45  O138 1.457, H146 1.119, H147 1.094, H148 1.077
138 O -4.67 4.87 -3.09  C137 1.457, C139 1.385
139 C -5.55 5.46 -2.19  O138 1.385, C140 1.506, H149 1.085, H150 1.066
140 C -5.17 5.00 -0.80  C139 1.506, N141 1.498, H151 1.071, H152 1.109
141 N -3.84 5.57 -0.43  C140 1.498, C142 1.458, H153 1.042
142 C -3.20 4.89 0.69  N141 1.458, C143 1.515, H154 1.096, H155 1.088
143 C -3.87 5.29 1.99  C142 1.515, O144 1.425, H156 1.085, H157 1.113
144 O -3.58 4.23 2.90  C143 1.425, C145 1.388
145 C -4.53 4.12 3.91  O144 1.388, H158 1.092, H159 1.089, H160 1.073
146 H -5.70 6.05 -4.53  C137 1.119
147 H -5.85 4.26 -4.59  C137 1.094
148 H -4.31 5.08 -5.14  C137 1.077
149 H -6.59 5.15 -2.22  C139 1.085
150 H -5.48 6.53 -2.23  C139 1.066
151 H -5.23 3.93 -0.74  C140 1.071
152 H -5.93 5.38 -0.09  C140 1.109
153 H -3.26 5.55 -1.30  N141 1.042
154 H -2.12 5.12 0.70  C142 1.096
155 H -3.24 3.81 0.70  C142 1.088
156 H -4.95 5.27 1.83  C143 1.085
157 H -3.53 6.20 2.53  C143 1.113
158 H -5.45 4.65 3.68  C145 1.092
159 H -4.19 4.56 4.85  C145 1.089
160 H -4.86 3.11 4.05  C145 1.073
161 C -3.30 -4.74 0.77  O162 1.429, H170 1.087, H171 1.126, H172 1.063
162 O -2.71 -3.46 0.50  C161 1.429, C163 1.458
163 C -1.72 -3.26 -0.55  O162 1.458, C164 1.482, H173 1.045, H174 1.084
164 C -2.57 -2.81 -1.68  C163 1.482, N165 1.466, H175 1.082, H176 1.084
165 N -1.80 -2.31 -2.82  C164 1.466, C166 1.446, H177 1.027
166 C -1.46 -3.12 -3.96  N165 1.446, C167 1.543, H178 1.075, H179 1.107
167 C -1.10 -2.29 -5.21  C166 1.543, O168 1.434, H180 1.064, H181 1.055
168 O -0.07 -1.32 -4.96  C167 1.434, C169 1.430
169 C -0.09 -0.47 -6.10  O168 1.430, H182 1.114, H183 1.092, H184 1.119
170 H -2.63 -5.45 1.24  C161 1.087
171 H -3.66 -5.17 -0.21  C161 1.126
172 H -4.15 -4.62 1.39  C161 1.063
173 H -1.18 -4.14 -0.71  C163 1.045
174 H -1.05 -2.51 -0.14  C163 1.084
175 H -3.10 -1.96 -1.26  C164 1.082
176 H -3.33 -3.54 -1.95  C164 1.084
177 H -0.94 -1.83 -2.50  N165 1.027
178 H -2.37 -3.62 -4.23  C166 1.075
179 H -0.74 -3.94 -3.74  C166 1.107
180 H -2.01 -1.84 -5.53  C167 1.064
181 H -0.78 -2.97 -5.95  C167 1.055
182 H 0.12 -0.94 -7.09  C169 1.114
183 H 0.67 0.31 -5.97  C169 1.092
184 H -1.08 0.03 -6.24  C169 1.119
185 C 1.94 3.98 9.12  O186 1.400, H194 1.089, H195 1.039, H196 1.054
186 O 1.68 3.41 7.87  C185 1.400, C187 1.420
187 C 0.88 4.31 7.13  O186 1.420, C188 1.544, H197 1.097, H198 1.134
188 C 0.51 3.76 5.73  C187 1.544, N189 1.487, H199 1.107, H200 1.114
189 N 0.14 2.32 5.58  C188 1.487, C190 1.480, H201 0.991
190 C -1.02 1.89 6.39  N189 1.480, C191 1.508, H202 1.125, H203 1.107
191 C -2.26 2.62 5.95  C190 1.508, O192 1.448, H204 1.120, H205 1.134
192 O -3.44 2.28 6.72  C191 1.448, C193 1.429
193 C -3.96 0.98 6.45  O192 1.429, H206 1.105, H207 1.051, H208 1.063
194 H 1.14 3.83 9.84  C185 1.089
195 H 2.11 5.00 9.06  C185 1.039
196 H 2.77 3.42 9.46  C185 1.054
197 H 1.29 5.33 7.07  C187 1.097
198 H -0.12 4.51 7.63  C187 1.134
199 H 1.48 3.83 5.21  C188 1.107
200 H -0.23 4.46 5.28  C188 1.114
201 H 0.94 1.95 6.01  N189 0.991
202 H -0.74 2.09 7.46  C190 1.125
203 H -1.12 0.80 6.22  C190 1.107
204 H -2.42 2.43 4.86  C191 1.120
205 H -2.18 3.75 6.02  C191 1.134
206 H -4.46 1.10 5.47  C193 1.105
207 H -4.58 0.76 7.27  C193 1.051
208 H -3.20 0.24 6.45  C193 1.063
209 C -2.63 -1.44 3.93  O210 1.411, H218 1.075, H219 1.110, H220 1.128
210 O -3.67 -0.76 3.26  C209 1.411, C211 1.426
211 C -3.24 -0.26 1.99  O210 1.426, C212 1.528, H221 1.119, H222 1.083
212 C -2.25 0.90 2.06  C211 1.528, N213 1.461, H223 1.094, H224 1.111
213 N -1.78 1.10 0.69  C212 1.461, C214 1.450, H225 1.017
214 C -0.44 0.58 0.50  N213 1.450, C215 1.514, H226 1.053, H227 1.106
215 C 0.11 0.69 -0.91  C214 1.514, O216 1.411, H228 1.111, H229 1.100
216 O 1.51 0.57 -0.86  C215 1.411, C217 1.410
217 C 2.08 0.63 -2.14  O216 1.410, H230 1.142, H231 1.034, H232 1.095
218 H -3.09 -1.97 4.74  C209 1.075
219 H -1.82 -0.76 4.28  C209 1.110
220 H -2.16 -2.20 3.24  C209 1.128
221 H -4.19 0.07 1.50  C211 1.119
222 H -2.81 -1.08 1.43  C211 1.083
223 H -1.41 0.61 2.70  C212 1.094
224 H -2.75 1.81 2.47  C212 1.111
225 H -1.67 2.11 0.58  N213 1.017
226 H -0.54 -0.44 0.77  C214 1.053
227 H 0.29 1.14 1.11  C214 1.106
228 H -0.22 1.66 -1.32  C215 1.111
229 H -0.32 -0.16 -1.47  C215 1.100
230 H 1.60 -0.24 -2.71  C217 1.142
231 H 3.11 0.52 -2.06  C217 1.034
232 H 1.97 1.55 -2.72  C217 1.095
233 C 0.28 -5.06 3.30  O234 1.402, H242 1.072, H243 1.069, H244 1.136
234 O -0.13 -5.60 2.08  C233 1.402, C235 1.432
235 C 0.92 -6.30 1.39  O234 1.432, C236 1.509, H245 1.156, H246 1.145
236 C 0.42 -7.10 0.21  C235 1.509, N237 1.437, H247 1.095, H248 1.097
237 N -0.42 -8.19 0.65  C236 1.437, C238 1.484, H249 0.997
238 C -1.26 -8.85 -0.36  N237 1.484, C239 1.516, H250 1.068, H251 1.043
239 C -2.12 -9.92 0.30  C238 1.516, O240 1.421, H252 1.084, H253 1.110
240 O -3.23 -9.36 0.98  C239 1.421, C241 1.388
241 C -4.39 -9.31 0.23  O240 1.388, H254 1.167, H255 1.110, H256 1.087
242 H 0.30 -5.81 4.07  C233 1.072
243 H -0.51 -4.42 3.63  C233 1.069
244 H 1.29 -4.56 3.16  C233 1.136
245 H 1.45 -6.95 2.18  C235 1.156
246 H 1.70 -5.54 1.04  C235 1.145
247 H 1.23 -7.54 -0.38  C236 1.095
248 H -0.13 -6.43 -0.46  C236 1.097
249 H -0.97 -7.94 1.44  N237 0.997
250 H -0.75 -9.44 -1.10  C238 1.068
251 H -1.84 -8.20 -0.94  C238 1.043
252 H -1.56 -10.50 1.02  C239 1.084
253 H -2.52 -10.65 -0.43  C239 1.110
254 H -4.83 -10.36 -0.01  C241 1.167
255 H -4.10 -8.94 -0.78  C241 1.110
256 H -5.11 -8.63 0.69  C241 1.087

Q: What is the E in the first record?
A: -86686.3529 eV